Entry 1:
Entry from OMol25: a gas-phase ion, C5H12NS (charge +1) (wB97M-V/def2-TZVPD).

Properties
HOMO-LUMO gap ... 10.3 eV
SMILES ... C=C(C)[C@@](C)([NH3+])S
Net charge ... +1
Lowest unoccupied orbital energy ... -3.63 eV

Geometry as XYZ:
```
19
Properties=species:S:1:pos:R:3:forces:R:3
N -0.402 1.040 -1.280 0.03 -3.43 0.24
H 0.588 1.139 -1.430 0.41 0.69 -0.97
H -1.032 0.860 -2.064 0.39 0.71 -0.16
S -0.049 -1.681 -1.788 -1.59 1.96 1.82
H 2.989 0.114 0.250 0.46 0.29 0.95
C -1.746 -0.407 0.274 1.30 -2.14 -0.80
H 1.094 1.288 1.946 -0.04 -0.72 1.23
C -0.371 -0.292 -0.419 0.54 -0.72 -1.00
H 1.503 -0.549 2.360 -0.65 1.48 0.35
H -0.728 1.635 -0.585 -0.85 2.35 0.87
H -1.359 -1.377 -2.013 0.53 -0.90 -0.68
H -0.230 0.044 2.367 0.92 0.43 -0.10
C 0.788 0.221 1.949 -0.18 -0.66 -0.36
C 2.026 -0.081 -0.150 0.13 -0.91 -1.16
H 2.148 -0.466 -1.172 -0.43 0.44 0.17
H -2.088 0.571 0.547 -0.34 0.39 0.66
H -2.492 -0.895 -0.413 0.63 0.51 0.89
H -1.498 -1.086 1.134 -1.03 0.74 -0.61
C 0.860 -0.077 0.485 -0.22 -0.50 -1.33
```
Positions in Å, forces in eV/Å.


Entry 2:
Entry from OMol25: a molecular structure, C5H12O (wB97M-V/def2-TZVPD).

Properties
HOMO-LUMO gap (alpha / beta) ... 6.6 / 5.4 eV
Spin multiplicity ... 2
<S²> ... 0.763
Net charge ... -1
Lowest unoccupied orbital energy (alpha / beta) ... 3.93 / 2.66 eV

Geometry as XYZ:
```
18
Properties=species:S:1:pos:R:3:forces:R:3
H -1.075 1.222 0.065 2.43 -0.30 2.02
H 0.570 -0.151 1.698 3.21 -0.26 -2.78
H -1.361 -2.121 0.107 0.95 0.61 -1.08
H -1.649 -0.536 -0.650 0.28 -0.98 0.21
H -1.211 -1.872 -1.800 0.57 0.45 2.21
O -3.061 0.341 0.222 -2.91 -3.08 0.59
H 0.773 -0.394 -1.510 -0.07 -0.17 -0.93
C -0.954 -1.451 -0.716 -2.22 0.18 -1.29
C 1.096 0.307 0.571 -5.14 -3.88 2.88
H -0.046 1.838 1.630 -0.31 -0.25 -0.69
H 1.247 -1.607 -0.326 0.19 -1.27 -0.54
H 0.644 2.106 -0.129 -2.33 -0.40 1.77
H 2.573 1.455 -0.331 -0.42 0.81 -1.53
C 2.439 0.489 0.092 0.89 1.34 3.14
H -3.772 -0.491 0.367 2.83 3.36 -0.62
H 3.351 0.527 0.773 -1.06 -1.45 -0.53
C -0.010 1.349 0.637 1.29 3.70 -5.01
C 0.446 -1.011 -0.700 1.80 1.59 2.19
```
Positions in Å, forces in eV/Å.


Entry 3:
Entry from OMol25: C5H12O in the gas phase (wB97M-V/def2-TZVPD).

Properties
HOMO-LUMO gap ... 10.8 eV
SMILES ... CCC(C)(C)O
Net charge ... 0
Lowest unoccupied orbital energy ... 0.97 eV

Geometry as XYZ:
```
18
Properties=species:S:1:pos:R:3:forces:R:3
H 0.542 -1.823 0.181 0.04 0.52 -0.08
C -0.615 0.178 -0.038 1.65 -1.12 0.82
H -1.459 -1.141 1.419 -0.13 0.02 -0.18
H 0.413 1.999 0.469 -0.09 -0.03 0.15
H 2.689 0.219 -0.476 -0.06 -0.30 0.03
H -1.836 -1.587 -0.264 0.02 0.11 0.13
H 0.179 0.588 -1.781 -2.43 0.09 0.75
H 1.115 -0.502 1.236 0.11 -0.18 -0.39
C 1.876 -0.418 -0.836 -0.66 1.09 -1.33
H -1.327 2.147 0.735 0.08 -0.40 -0.19
O -0.758 0.521 -1.393 1.15 -0.11 -0.62
C 0.816 -0.754 0.208 -1.71 1.12 -0.44
H 1.398 0.210 -1.693 1.42 -0.96 1.23
C -0.476 1.455 0.810 0.12 -0.15 -0.02
H -2.728 -0.279 0.537 0.28 0.17 -0.15
H 2.262 -1.259 -1.416 0.10 -0.06 0.50
C -1.742 -0.748 0.434 0.08 0.11 -0.09
H -0.347 1.195 1.866 0.02 0.08 -0.12
```
Positions in Å, forces in eV/Å.


Entry 4:
Entry from OMol25: 2 unconnected molecules or ions with the total composition C5H12O (wB97M-V/def2-TZVPD).

Properties
HOMO-LUMO gap ... 9.6 eV
Net charge ... 0
Lowest unoccupied orbital energy ... 0.66 eV

Geometry as XYZ:
```
18
Properties=species:S:1:pos:R:3:forces:R:3
C 0.316 1.365 0.291 0.00 0.05 0.00
H 1.976 -1.649 -0.254 0.00 0.15 0.05
H -1.259 -0.583 1.396 0.16 -0.05 0.00
H -0.175 -1.968 1.150 0.01 0.15 0.02
H 0.299 -0.646 2.233 -0.05 -0.02 -0.14
C 0.446 -0.148 0.119 -0.01 0.01 0.00
C 1.901 -0.570 -0.077 0.06 -0.02 -0.01
H 0.781 1.907 -0.540 -0.06 -0.10 0.11
C -1.820 -0.100 -2.032 -0.18 0.34 0.14
H -0.091 -0.450 -0.791 0.10 0.04 0.08
O -2.646 0.337 -1.105 0.07 -0.31 -0.17
H -1.290 0.838 -2.332 -0.06 -0.16 0.01
H 0.807 1.691 1.218 -0.05 -0.06 -0.13
H -0.737 1.668 0.348 0.16 -0.05 0.00
C -0.208 -0.882 1.289 -0.03 -0.02 0.02
H -3.147 -0.424 -0.772 0.01 0.15 -0.04
H 2.509 -0.326 0.803 -0.09 -0.02 -0.10
H 2.339 -0.058 -0.942 -0.05 -0.08 0.14
```
Positions in Å, forces in eV/Å.


Entry 5:
Entry from OMol25: 3 unconnected molecules or ions with the total composition C5H12O (wB97M-V/def2-TZVPD).

Properties
HOMO-LUMO gap ... 10.4 eV
SMILES ... C=C(C)C.[H][H].C=O
Net charge ... 0
Lowest unoccupied orbital energy ... 0.86 eV

Geometry as XYZ:
```
18
Properties=species:S:1:pos:R:3:forces:R:3
H -1.536 -2.204 -0.944 0.03 0.13 -0.03
H 2.056 -0.565 -0.751 -0.14 -0.07 -0.05
H -1.507 1.687 0.458 0.12 0.12 0.05
C 1.141 -0.979 -1.184 0.04 0.02 -0.03
H 0.959 -0.497 -2.151 -0.01 -0.03 0.17
C -1.390 -1.122 -0.834 -0.06 0.00 0.00
O 0.091 2.889 0.796 -0.37 -0.27 0.28
H 1.117 -0.333 1.459 -0.12 -0.08 -0.08
H -2.196 -0.738 -0.200 0.14 -0.10 -0.07
C 0.135 -0.540 1.040 -0.01 -0.15 -0.11
C -0.758 2.112 1.155 0.20 0.32 -0.04
H -0.334 2.467 -1.293 -0.04 -0.12 -0.22
H 1.311 -2.046 -1.382 -0.02 0.14 -0.03
C -0.031 -0.830 -0.251 0.04 -0.08 0.22
H -0.642 1.988 -1.779 0.02 0.09 -0.02
H -1.497 -0.681 -1.833 0.04 -0.04 0.17
H -0.846 1.787 2.208 0.03 0.11 -0.07
H -0.705 -0.529 1.731 0.09 0.01 -0.13
```
Positions in Å, forces in eV/Å.


Entry 6:
Entry from OMol25: C5H12O in the gas phase (wB97M-V/def2-TZVPD).

Properties
HOMO-LUMO gap ... 7.9 eV
Net charge ... 0
Lowest unoccupied orbital energy ... 0.92 eV

Geometry as XYZ:
```
18
Properties=species:S:1:pos:R:3:forces:R:3
C -0.967 0.629 -1.908 0.01 0.07 -0.03
C -0.060 1.568 0.984 -0.06 0.24 0.03
O 0.159 0.357 0.253 0.19 -0.14 0.20
C 0.694 -0.758 1.458 -0.14 -0.25 -0.25
H -1.799 0.235 -2.499 0.12 0.05 0.06
H -0.799 -1.150 -0.698 -0.03 0.22 0.07
H -0.036 0.449 -2.456 -0.16 0.02 0.13
H 1.907 -2.433 1.367 -0.02 0.08 -0.13
H 2.550 -1.116 0.389 -0.17 -0.10 0.05
H -1.875 0.092 0.000 0.12 -0.07 -0.07
H 0.910 1.849 1.389 -0.18 0.00 -0.05
C 1.623 -1.639 0.660 0.13 -0.05 0.00
H -0.748 1.370 1.811 0.05 0.06 -0.12
C -0.947 -0.074 -0.563 -0.13 -0.08 -0.08
H -0.453 2.340 0.316 0.05 -0.11 0.01
H 1.237 -2.144 -0.247 -0.01 0.12 0.18
H -1.114 1.709 -1.810 0.04 -0.16 0.01
H -0.281 -1.284 1.553 0.20 0.10 -0.01
```
Positions in Å, forces in eV/Å.


For the records above, the corresponding calculated total energy values read -650.33112 -272.68082 -272.91268 -272.83276 -272.85531 -272.78152 Ha.
For the records above, the corresponding relative energy (zero: lowest compared OMol25 entry of this formula, charge and spin) values read 219.5 522.9 94.5 304.3 245.1 438.8 kJ/mol.